ORCA calculation (ωB97M-V with the def2-TZVPD basis set) on C51H45BrN5O2P2S2V as an isolated structure.

```
! RIJCOSX wB97M-V def2-TZVPD def2/J DEFGRID3
* xyz -1 2
V -0.3492 -0.4690 -1.3292
O 2.1819 5.1693 -3.7982
C 2.6961 4.0692 -4.0783
O 3.5708 3.7639 -4.9122
C 2.1503 2.8765 -3.2453
C 1.7493 3.0755 -1.9492
C 1.2942 1.9936 -1.1620
N 0.9626 0.8057 -1.7880
C 1.5216 0.5719 -3.0305
C 2.1408 1.5684 -3.7522
C 1.4547 -0.8267 -3.3575
C 2.0588 -1.4698 -4.4356
C 1.9962 -2.8448 -4.5537
C 1.3058 -3.5626 -3.5562
C 0.7042 -2.8858 -2.5303
N 0.7382 -1.5308 -2.4060
C 1.2947 2.0323 0.2429
C 1.8485 3.0829 1.0141
C 2.4953 2.8116 2.1849
C 2.7119 1.4341 2.5269
C 1.9905 0.4756 1.9117
N 1.0379 0.8094 0.9552
H 1.8270 4.0679 -1.5283
H 2.5916 1.3672 -4.7147
H 2.5600 -0.8803 -5.1922
H 2.4571 -3.3589 -5.3867
H 1.1960 -4.6383 -3.6282
H 0.1506 -3.4157 -1.7630
H 1.8252 4.0929 0.6189
H 2.9326 3.6013 2.7811
H 3.4524 1.1564 3.2666
H 2.1321 -0.5810 2.1148
S -0.3359 -2.9106 1.2414
P -0.7285 -1.1311 2.0041
C -0.2494 0.1834 0.7591
P -1.7460 1.2552 0.4525
S -2.9114 0.0624 -0.5853
C -2.7302 1.9465 1.8405
C -2.1132 2.6896 2.8472
C -2.8530 3.2005 3.9005
C -4.2208 2.9767 3.9647
C -4.8393 2.2391 2.9648
C -4.1017 1.7227 1.9129
C -1.4477 2.7928 -0.5014
C -1.2625 4.0525 0.0704
C -1.1205 5.1690 -0.7354
C -1.1715 5.0574 -2.1191
C -1.3980 3.8179 -2.6901
C -1.5509 2.6958 -1.8913
C -2.4640 -1.2113 2.5878
C -3.3652 -1.9635 1.8332
C -4.6662 -2.1465 2.2691
C -5.0815 -1.6084 3.4779
C -4.1764 -0.9049 4.2570
C -2.8757 -0.7100 3.8224
C 0.0795 -0.9489 3.6453
C 0.6389 -2.0731 4.2418
C 1.2068 -1.9863 5.5051
C 1.2253 -0.7774 6.1839
C 0.6753 0.3498 5.5870
C 0.1073 0.2638 4.3300
H -1.0450 2.8731 2.7938
H -2.3581 3.7797 4.6712
H -4.7975 3.3744 4.7904
H -5.9073 2.0625 3.0033
H -4.5848 1.1452 1.1360
H -1.2133 4.1740 1.1412
H -0.9664 6.1373 -0.2748
H -1.0377 5.9292 -2.7442
H -1.4495 3.7202 -3.7666
H -1.7470 1.7318 -2.3448
H -3.0358 -2.4130 0.9088
H -5.3518 -2.7194 1.6572
H -6.1029 -1.7372 3.8142
H -4.4802 -0.4983 5.2136
H -2.1885 -0.1769 4.4607
H 0.6231 -3.0134 3.7061
H 1.6268 -2.8710 5.9680
H 1.6693 -0.7134 7.1694
H 0.6911 1.3031 6.1003
H -0.3056 1.1471 3.8674
N 4.8792 -3.3795 -1.2695
C 3.7115 -4.3104 -1.0986
C 2.8839 -3.8153 0.0803
N 2.4914 -2.4678 -0.2139
C 3.6008 -1.5611 -0.2531
C 4.4446 -1.9511 -1.4588
H 5.4467 -3.6699 -2.0627
H 5.4456 -3.4225 -0.4196
H 4.0842 -5.3252 -0.9576
H 3.1070 -4.2412 -2.0003
H 3.4907 -3.9021 1.0059
H 1.9915 -4.4268 0.2071
H 1.6814 -2.1629 0.3158
H 4.2332 -1.5993 0.6577
H 3.2366 -0.5410 -0.3848
H 5.3293 -1.3257 -1.5749
H 3.8282 -1.8999 -2.3579
Br -4.1802 -2.7864 -6.3477
C -3.0805 -2.0265 -4.9694
C -3.0419 -2.6423 -3.7299
C -2.2325 -2.0900 -2.7499
C -1.4714 -0.9296 -2.9545
C -1.5517 -0.3497 -4.2214
C -2.3437 -0.8894 -5.2335
H -3.6368 -3.5265 -3.5385
H -2.2135 -2.5775 -1.7741
H -0.9829 0.5475 -4.4520
H -2.3931 -0.4280 -6.2115
*
```

The LUMO energy (spin up / spin down) is 0.9 / 0.9 eV. The calculation puts the total energy at -7391.74621 Ha. For the energy above the lowest of the compared OMol25 structures with the same formula, charge and spin, the calculation gives 10.01 kcal per mole. The expectation value of S² is 0.8671.